Density functional theory data (wB97M-V/def2-TZVPD) for 2 unconnected molecules or ions with the total composition C2H4O3 in a non-equilibrium geometry.

Kohn-Sham gap: 10.779 eV
Energy above the lowest of the compared OMol25 structures with the same formula, charge and spin: 6.198 eV

Last column: Mulliken charge in e.
Cartesian coordinates (Å):
C1 0.3903 0.3916 0.0538  0.851
C2 -0.9689 0.0866 0.1552  -0.821
O1 1.1220 1.2916 0.6012  -0.255
O2 1.0446 1.1824 -0.8540  -0.258
O3 1.1660 -1.3839 0.1373  -0.666
H1 -1.5545 0.9849 -0.1843  0.315
H2 -1.1565 0.0802 1.1549  0.298
H3 -1.2408 -0.8048 -0.3927  0.280
H4 1.1977 -1.8286 -0.6716  0.256

=====

Density functional theory data (wB97M-V/def2-TZVPD) for 2 unconnected molecules or ions with the total composition C7H9N2 in a non-equilibrium geometry.

Kohn-Sham gap: 10.249 eV
Total charge: +1
Energy above the lowest of the compared OMol25 structures with the same formula, charge and spin: 5.438 eV

Last column: Mulliken charge in e.
Cartesian coordinates (Å):
C1 3.3474 0.0936 0.4637  0.314
C2 2.1829 0.0140 0.3142  -0.951
C3 -1.8468 -0.6575 -0.3769  -0.353
C4 -1.8874 0.6694 -0.1943  -0.325
C5 0.1472 -0.0109 -0.0083  0.509
C6 -0.0822 -2.4281 -0.3727  -0.854
C7 -0.0415 2.3740 0.4059  -0.833
N1 -0.5376 -1.0725 -0.2986  0.157
N2 -0.5568 1.0917 -0.0030  0.085
H1 4.3847 0.3787 0.5943  0.442
H2 -2.6268 -1.4535 -0.7360  0.356
H3 -2.6480 1.4913 -0.2820  0.403
H4 -0.4973 -2.8877 -1.3200  0.317
H5 0.9715 -2.4416 -0.3133  0.330
H6 -0.4645 -2.9502 0.5684  0.342
H7 0.6523 2.1694 1.2853  0.364
H8 0.4213 2.7834 -0.4038  0.315
H9 -0.9182 2.8366 0.6769  0.383

=====

Density functional theory data (wB97M-V/def2-TZVPD) for 2 unconnected molecules or ions with the total composition C3H10S2.

SMILES: CCSS.C
Kohn-Sham gap: 9.739 eV
Energy above the lowest of the compared OMol25 structures with the same formula, charge and spin: 0.000 eV

Last column: Mulliken charge in e.
Cartesian coordinates (Å):
C1 0.8410 0.3204 1.3592  -1.167
C2 0.1050 -1.0148 1.3155  -0.388
S1 0.8893 -2.0873 0.0853  -0.096
S2 -0.1233 -3.8611 0.3742  -0.234
H1 0.8664 0.8261 0.3977  0.238
H2 1.8712 0.1741 1.6859  0.379
H3 0.3521 0.9873 2.0712  0.318
H4 -0.9503 -0.8826 1.0907  0.353
H5 0.1954 -1.5029 2.2860  0.429
H6 -1.1459 -3.6172 -0.4602  0.154
C3 -0.5641 2.1366 -2.0536  -0.714
H7 -0.8448 3.0726 -1.5676  0.252
H8 -1.4109 1.7574 -2.6212  0.283
H9 -0.3701 1.4140 -1.2601  -0.042
H10 0.2891 2.2775 -2.7031  0.234

=====

Density functional theory data (wB97M-V/def2-TZVPD) for 7 unconnected molecules or ions with the total composition C28H49N7 in a non-equilibrium geometry.

SMILES: CCCC#N.CCCC#N.CCCC#N.CCCC#N.CCCC#N.CCCC#N.CCCC#N
Kohn-Sham gap: 11.515 eV
Energy above the lowest of the compared OMol25 structures with the same formula, charge and spin: 3.179 eV

Last column: Mulliken charge in e.
Cartesian coordinates (Å):
C1 -12.8854 5.1930 -3.1603  -1.082
C2 -12.0867 6.4361 -2.6221  -0.388
C3 -12.9570 7.7551 -2.6858  -0.491
C4 -14.1208 7.8439 -1.8262  0.245
N1 -15.0702 7.8711 -1.1619  -0.428
H1 -13.7139 5.0299 -2.4710  0.321
H2 -12.3514 4.2520 -3.0280  0.325
H3 -13.1416 5.2637 -4.2174  0.313
H4 -11.2059 6.5651 -3.2512  0.288
H5 -11.7086 6.3592 -1.6027  0.312
H6 -13.2860 7.9314 -3.7099  0.291
H7 -12.4377 8.6633 -2.3797  0.294
C5 -13.6915 3.9954 4.9378  -1.135
C6 -14.9370 4.7175 5.5351  -0.311
C7 -14.7900 4.7805 7.0692  -0.462
C8 -14.2560 3.6469 7.8357  0.272
N2 -13.6783 2.8433 8.4160  -0.439
H8 -12.8261 4.6573 4.9040  0.316
H9 -13.9133 3.5512 3.9674  0.302
H10 -13.2578 3.2391 5.5919  0.357
H11 -15.8235 4.1465 5.2589  0.291
H12 -15.0592 5.7176 5.1192  0.276
H13 -15.7172 5.0060 7.5961  0.303
H14 -14.0710 5.5831 7.2332  0.230
C9 -16.6171 -1.3854 -1.4897  -1.075
C10 -15.6412 -2.0763 -0.4386  -0.402
C11 -14.4885 -2.8178 -1.1233  -0.399
C12 -13.9514 -2.0878 -2.2704  0.216
N3 -13.4534 -1.4791 -3.1201  -0.428
H15 -16.5608 -2.0659 -2.3393  0.287
H16 -16.0785 -0.4768 -1.7589  0.296
H17 -17.6344 -1.1185 -1.2035  0.342
H18 -16.2230 -2.7674 0.1713  0.291
H19 -15.2755 -1.3241 0.2604  0.296
H20 -14.9135 -3.6800 -1.6372  0.255
H21 -13.7151 -3.0857 -0.4035  0.321
C13 -6.9757 3.8267 -8.1291  -1.004
C14 -6.4902 2.9298 -6.8994  -0.572
C15 -7.4344 1.6312 -6.5359  -0.424
C16 -7.6106 0.7559 -7.7000  0.236
N4 -7.6982 0.1035 -8.6477  -0.411
H22 -7.9214 4.2292 -7.7663  0.271
H23 -6.9641 3.3300 -9.0992  0.348
H24 -6.2897 4.6696 -8.2124  0.315
H25 -6.5173 3.5090 -5.9764  0.310
H26 -5.4374 2.6762 -7.0238  0.358
H27 -8.3779 1.9071 -6.0648  0.296
H28 -6.9295 1.0335 -5.7771  0.276
C17 -6.8685 -6.4609 -3.2306  -1.221
C18 -7.9699 -7.3682 -3.7442  -0.248
C19 -9.3765 -6.7898 -3.5859  -0.437
C20 -10.4337 -7.5014 -4.3576  0.137
N5 -11.2620 -8.0404 -4.9987  -0.425
H29 -6.9649 -5.4080 -3.4955  0.342
H30 -5.9074 -6.7603 -3.6484  0.338
H31 -6.8125 -6.4741 -2.1421  0.314
H32 -7.8380 -8.3342 -3.2567  0.269
H33 -7.7956 -7.4992 -4.8121  0.318
H34 -9.5425 -5.7130 -3.6171  0.389
H35 -9.7408 -7.0762 -2.5994  0.223
C21 -16.8756 -3.5851 5.8613  -1.129
C22 -16.5649 -2.1074 6.1604  -0.516
C23 -17.8367 -1.2063 6.2095  -0.355
C24 -18.5956 -1.3796 4.9553  0.267
N6 -19.2416 -1.4545 3.9946  -0.428
H36 -17.4799 -3.9789 6.6784  0.311
H37 -15.9386 -4.1315 5.9692  0.313
H38 -17.5121 -3.8520 5.0177  0.373
H39 -15.8095 -1.7566 5.4573  0.336
H40 -16.1012 -2.0729 7.1463  0.312
H41 -17.5275 -0.1670 6.3204  0.262
H42 -18.3229 -1.6018 7.1013  0.253
C25 -24.5916 -1.7212 -2.1433  -1.074
C26 -24.4490 -2.6216 -0.8421  -0.491
C27 -23.7552 -4.0244 -1.1056  -0.432
C28 -24.4949 -4.8725 -2.0373  0.272
N7 -25.0963 -5.6131 -2.7158  -0.423
H43 -23.7180 -1.4000 -2.7105  0.339
H44 -25.1337 -0.8407 -1.7986  0.284
H45 -25.0658 -2.2553 -2.9666  0.347
H46 -25.4439 -2.8067 -0.4372  0.302
H47 -23.8792 -2.1188 -0.0607  0.333
H48 -23.6712 -4.5698 -0.1656  0.268
H49 -22.7493 -3.7635 -1.4347  0.275

=====

Density functional theory data (wB97M-V/def2-TZVPD) for a single C19H27N3O2 molecule.

SMILES: CC(C)OCCCNC(=O)c1ccc2c(c1)ncn2C1CCCC1
Kohn-Sham gap: 9.412 eV
Energy above the lowest of the compared OMol25 structures with the same formula, charge and spin: 1.067 eV

Last column: Mulliken charge in e.
Cartesian coordinates (Å):
C1 -2.3469 -2.4992 -1.3582  -1.609
H1 -1.3098 -2.2970 -1.6115  0.359
H2 -2.4519 -3.5412 -1.0689  0.380
H3 -2.9691 -2.3196 -2.2304  0.387
C2 -2.7882 -1.5986 -0.2086  1.498
C3 -1.9030 -1.8234 1.0210  -1.285
H4 -2.2567 -1.2522 1.8767  0.294
H5 -0.8840 -1.5136 0.8043  0.244
H6 -1.9090 -2.8763 1.2921  0.381
O1 -4.1513 -1.9072 0.0518  -0.489
C4 -4.8986 -0.9484 0.7637  -0.496
C5 -5.2264 0.3256 -0.0431  -0.529
H7 -6.3063 0.4269 -0.1501  0.386
H8 -4.8081 0.2219 -1.0458  0.347
C6 -4.6856 1.6171 0.5856  -1.044
N1 -3.2453 1.6310 0.6795  -0.071
C7 -2.4694 2.0642 -0.3492  0.221
O2 -2.9290 2.6419 -1.3157  -0.683
C8 -1.0152 1.7574 -0.2102  0.621
C9 -0.3968 1.5731 1.0163  -0.614
C10 0.9548 1.2556 1.0177  0.562
N2 1.8040 1.0100 2.0665  -0.796
C11 2.9541 0.7582 1.5229  -0.208
N3 2.9581 0.8243 0.1612  0.044
C12 1.6703 1.1328 -0.1987  0.795
C13 1.0512 1.3281 -1.4251  -0.842
C14 -0.2886 1.6436 -1.4067  -1.164
H9 -0.8222 1.8137 -2.3293  0.478
H10 1.5893 1.2382 -2.3569  0.364
C15 4.0385 0.5521 -0.7577  -0.157
H11 3.8556 1.1657 -1.6451  0.514
C16 4.0972 -0.9427 -1.1026  -0.778
H12 4.6502 -1.0744 -2.0332  0.379
C17 4.8719 -1.5436 0.0663  -0.621
C18 5.9575 -0.5036 0.3728  -0.653
H13 6.8795 -0.7604 -0.1482  0.339
C19 5.4166 0.8428 -0.1469  -1.065
H14 5.3443 1.5938 0.6384  0.387
H15 6.0722 1.2417 -0.9204  0.346
H16 6.1823 -0.4665 1.4378  0.293
H17 4.2064 -1.6666 0.9220  0.302
H18 5.2930 -2.5179 -0.1752  0.433
H19 3.1041 -1.3746 -1.2213  0.353
H20 3.8307 0.5245 2.0943  0.480
H21 -0.9124 1.6975 1.9556  0.586
H22 -2.8238 1.0365 1.3742  0.238
H23 -4.9683 2.4642 -0.0436  0.423
H24 -5.1038 1.7549 1.5866  0.405
H25 -5.8195 -1.4770 1.0218  0.371
H26 -4.3957 -0.6819 1.7045  0.273
H27 -2.6967 -0.5514 -0.5312  -0.382